No. 1
The following is a quantum chemistry calculation of an isolated molecule of C5H6S, from the Open Molecules 2025 dataset.

CARTESIAN COORDINATES (ANGSTROEM)
1 C 0.71418 -1.34254 0.37258
2 C -0.30965 -0.29858 0.31882
3 C -1.34723 0.26732 0.20504
4 C -2.39292 1.15700 -0.20395
5 C -2.27207 2.48013 -0.19981
6 H 3.09263 -0.96054 0.86796
7 H 0.21397 -2.12294 -0.23848
8 H 0.65712 -1.62865 1.43785
9 H -3.35145 0.74424 -0.29969
10 H -1.41106 3.06874 0.02738
11 H -3.04275 3.21499 -0.47990
12 S 2.34298 -0.99349 -0.26695

Output
ΔE to the lowest compared entry with this formula, charge and spin in eV: 2.187
HOMO level in eV: -9.003
Frontier orbital gap in hartree: 0.360
Multiplicity: 1
LUMO in Eh: 0.02907
SMILES: C=CC#CCS

=====

No. 2
The following is a quantum chemistry calculation of an isolated molecule of C5H6S3, from the Open Molecules 2025 dataset.

CARTESIAN COORDINATES (ANGSTROEM)
1 C -2.11512 0.35533 -0.08236
2 C -0.61656 0.49665 -0.06118
3 C 1.97095 -0.26754 -0.49020
4 C 3.13369 -1.12812 -0.08650
5 C 2.82844 0.12605 0.69887
6 H -2.61606 1.33344 -0.11485
7 H 1.98817 0.31112 -1.41678
8 H 2.91370 -2.07715 0.34969
9 H 3.95464 -1.09058 -0.79576
10 H 3.50030 0.93544 0.49308
11 H 2.35578 0.07218 1.67470
12 S -3.05296 -0.88848 0.12756
13 S 0.00716 2.04671 -0.03933
14 S 0.33924 -0.96940 -0.09210

Output
ΔE to the lowest compared entry with this formula, charge and spin in eV: 1.970
HOMO level in eV: -8.938
Frontier orbital gap in hartree: 0.266
Multiplicity: 1
LUMO in Eh: -0.06262
SMILES: S=CC(=S)SC1CC1

=====

No. 3
The following is a quantum chemistry calculation of an isolated molecule of C5H6S3, from the Open Molecules 2025 dataset.

CARTESIAN COORDINATES (ANGSTROEM)
1 C -0.39084 -1.22123 -0.84714
2 C -0.12964 0.24896 -1.17751
3 C 0.59188 -0.28160 -0.02940
4 C 0.39433 0.16696 1.28557
5 C -0.12186 0.51073 2.33017
6 H -1.57299 -0.91781 0.97940
7 H 0.30678 -1.88108 -1.39636
8 H 0.40708 0.29082 -2.07631
9 H -0.65651 2.48550 -0.34146
10 H 2.70803 0.63070 -0.42306
11 H -0.58449 1.08519 3.24673
12 S -1.90302 -1.88172 -0.09965
13 S -1.34090 1.45401 -0.92875
14 S 2.29214 -0.68941 -0.52224

Output
ΔE to the lowest compared entry with this formula, charge and spin in eV: 4.011
HOMO level in eV: -9.004
Frontier orbital gap in hartree: 0.351
Multiplicity: 1
LUMO in Eh: 0.02016
SMILES: C#C[C@]1(S)[C@H](S)[C@@H]1S

=====

No. 4
The following is a quantum chemistry calculation of an isolated molecule of C5H6S3, from the Open Molecules 2025 dataset.

CARTESIAN COORDINATES (ANGSTROEM)
1 C 1.17136 -0.48125 -0.62596
2 C 0.16540 0.47087 0.17628
3 C -0.98993 -0.05321 0.57811
4 C 1.65826 0.18227 0.67304
5 C -2.05954 -0.48751 -0.38025
6 S 1.19335 -2.12514 -1.20182
7 S 0.71604 0.91565 -1.48952
8 S 2.79468 1.62881 0.99513
9 H -1.20733 -0.19213 1.59206
10 H 1.92486 -0.48480 1.45635
11 H -2.86278 -1.14686 0.09968
12 H -1.77244 -1.00908 -1.32874
13 H -2.69278 0.37187 -0.84234
14 H 1.96085 2.41051 0.29798

Output
ΔE to the lowest compared entry with this formula, charge and spin in eV: 1.432
HOMO level (alpha / beta) in eV: -7.006 / -8.968
Frontier orbital gap (alpha / beta) in hartree: 0.281 / 0.227
Multiplicity: 3
LUMO (alpha / beta) in Eh: 0.02314 / -0.10280

=====

No. 5
The following is a quantum chemistry calculation of a structure of composition C5H7AgO4, from the Open Molecules 2025 dataset.

CARTESIAN COORDINATES (ANGSTROEM)
1 O -1.67400 0.54809 0.72037
2 C -4.11314 -0.03602 -1.03385
3 O -3.11066 -0.14461 -1.58417
4 O -0.10081 -1.66744 -1.45313
5 C 0.84841 -0.68365 -1.93055
6 C 1.74324 -0.24628 -0.80549
7 O 0.96496 0.64506 0.06994
8 C 0.63535 0.25537 1.39271
9 C -0.73773 0.85847 1.70093
10 Ag -0.92210 0.05126 -1.01544
11 H 1.45008 -1.03523 -2.78971
12 H 2.61222 0.32916 -1.16264
13 H 2.09255 -1.08313 -0.16430
14 H 1.39226 0.60896 2.11383
15 H 0.58168 -0.84550 1.45183
16 H -0.61183 1.95781 1.79240
17 H -1.05049 0.48766 2.69726

Output
ΔE to the lowest compared entry with this formula, charge and spin in eV: 1.491
HOMO level (alpha / beta) in eV: -2.198 / -3.276
Frontier orbital gap (alpha / beta) in hartree: 0.234 / 0.269
Multiplicity: 2
LUMO (alpha / beta) in Eh: 0.15339 / 0.14813
Net charge: -1

=====

No. 6
The following is a quantum chemistry calculation of an isolated molecule of C5H7BO3, from the Open Molecules 2025 dataset.

CARTESIAN COORDINATES (ANGSTROEM)
1 B -1.26722 1.65143 1.06564
2 C 0.87670 -1.86058 -0.16931
3 C 0.11032 0.34301 -0.88407
4 C 0.29879 -1.66125 1.00192
5 C -0.33824 0.58030 0.33175
6 C 1.13019 -0.71985 -1.21826
7 O -0.15115 -0.48609 1.46686
8 O -2.38608 2.10253 0.39169
9 O -0.88651 1.96104 2.35741
10 H 1.37550 -2.86200 -0.23513
11 H -0.12496 1.05985 -1.63508
12 H 0.08831 -2.29998 1.77135
13 H 2.11118 -0.45139 -1.13333
14 H 1.02416 -1.11199 -2.21832
15 H -2.70358 2.87664 0.83404
16 H -1.22954 2.63081 2.93290

Output
ΔE to the lowest compared entry with this formula, charge and spin in eV: 1.037
HOMO level in eV: -8.233
Frontier orbital gap in hartree: 0.312
Multiplicity: 1
LUMO in Eh: 0.00969
SMILES: OB(O)C1=CCC=CO1

=====

No. 7
The following is a quantum chemistry calculation of an isolated molecule of C5H7BO3S, from the Open Molecules 2025 dataset.

CARTESIAN COORDINATES (ANGSTROEM)
1 B 0.57269 -2.16188 -0.39198
2 C -1.71300 1.70118 -0.64973
3 C -2.30717 0.71274 -1.35440
4 C -0.52442 -1.18125 -0.62817
5 C -0.54139 1.75452 0.04974
6 C 1.32010 1.64040 1.53635
7 O 0.22892 -3.14579 0.61062
8 O 1.75619 -2.27294 -1.06898
9 O -0.09249 1.52583 1.24728
10 S -1.77279 -1.01132 -1.64921
11 H -2.14612 2.59964 -0.85096
12 H -3.16465 0.95913 -1.82326
13 H 1.71203 1.22669 2.45503
14 H 1.53046 2.67153 1.75779
15 H 1.95493 1.31928 0.60358
16 H 0.66601 -3.95158 0.60224
17 H 2.52070 -2.38618 -0.44595

Output
ΔE to the lowest compared entry with this formula, charge and spin in eV: 6.763
HOMO level (alpha / beta) in eV: -7.346 / -7.345
Frontier orbital gap (alpha / beta) in hartree: 0.265 / 0.264
Multiplicity: 1
LUMO (alpha / beta) in Eh: -0.00546 / -0.00546

=====

No. 8
The following is a quantum chemistry calculation of an isolated molecule of C5H7BO3S, from the Open Molecules 2025 dataset.

CARTESIAN COORDINATES (ANGSTROEM)
1 B -0.43588 2.22147 -0.10481
2 C 1.15987 -1.36078 -0.25182
3 C 2.30089 -0.70615 -0.53434
4 C 0.41922 0.91645 -0.15418
5 C 0.05722 -0.45979 -0.04727
6 C -1.21567 -2.30394 0.55307
7 O 0.08386 3.30380 0.68739
8 O -1.67058 2.34898 -0.73559
9 O -1.17341 -0.91394 0.35291
10 S 2.14463 0.97087 -0.57662
11 H 0.91284 -2.46241 -0.33034
12 H 3.26930 -1.10626 -0.72777
13 H -1.51237 -2.83608 -0.34390
14 H -2.07391 -2.41111 1.21884
15 H -0.21929 -2.65296 0.95734
16 H -0.12517 4.20339 0.53522
17 H -1.92157 3.24846 -0.49815

Output
ΔE to the lowest compared entry with this formula, charge and spin in eV: 0.584
HOMO level in eV: -8.292
Frontier orbital gap in hartree: 0.321
Multiplicity: 1
LUMO in Eh: 0.01591
SMILES: COc1ccsc1B(O)O

=====

No. 9
The following is a quantum chemistry calculation of a cluster of 2 separate species, C5H7Br in total, from the Open Molecules 2025 dataset.

CARTESIAN COORDINATES (ANGSTROEM)
1 C -1.77017 1.39202 1.11243
2 C -1.03469 1.46196 0.15631
3 C 0.60708 -1.13920 0.60965
4 C -0.15022 1.48702 -0.89782
5 C 1.32641 -0.41214 -0.47031
6 Br 2.96147 0.40304 0.02589
7 H -2.45538 1.40762 1.90544
8 H 1.26107 -1.85072 1.12214
9 H -0.24115 -1.67851 0.19449
10 H 0.23096 -0.44086 1.36204
11 H 0.63113 2.23013 -0.89699
12 H -0.47678 1.11673 -1.85512
13 H 1.37114 -0.84049 -1.45900

Output
ΔE to the lowest compared entry with this formula, charge and spin in eV: 3.293
HOMO level (alpha / beta) in eV: -8.077 / -8.078
Frontier orbital gap (alpha / beta) in hartree: 0.295 / 0.288
Multiplicity: 1
LUMO (alpha / beta) in Eh: -0.00206 / -0.00860

=====

No. 10
The following is a quantum chemistry calculation of a structure of composition C5H7Br, from the Open Molecules 2025 dataset.

CARTESIAN COORDINATES (ANGSTROEM)
1 C -1.51020 0.85405 -0.43228
2 C -1.44089 -0.08068 0.53178
3 C -0.11130 1.42979 -0.16976
4 C -0.02304 0.29233 0.90949
5 C 1.12632 -1.25275 0.31901
6 Br 0.39011 0.90828 2.67505
7 H -2.22532 1.04637 -1.10592
8 H -2.18291 -0.73682 0.75871
9 H 0.79297 1.38063 -0.80068
10 H 0.02211 2.40735 0.17324
11 H 0.41249 -2.15115 0.17739
12 H 1.95498 -1.34467 0.96799
13 H 1.50048 -0.94193 -0.59398

Output
ΔE to the lowest compared entry with this formula, charge and spin in eV: 2.595
HOMO level in eV: -9.214
Frontier orbital gap in hartree: 0.374
Multiplicity: 1
LUMO in Eh: 0.03580

=====

No. 11
The following is a quantum chemistry calculation of an isolated molecule of C5H7Br2ClO2, from the Open Molecules 2025 dataset.

CARTESIAN COORDINATES (ANGSTROEM)
1 C 1.17932 -1.28733 0.39972
2 C -0.20303 -1.50113 1.02887
3 C 0.81844 -0.27274 -0.77235
4 C -0.21057 0.58455 0.05218
5 C -1.12431 1.39882 -0.93772
6 O -0.92545 -0.22379 0.92505
7 O 0.58324 1.44567 0.84540
8 Cl -0.18310 2.76801 -1.55309
9 Br 0.02008 -1.24826 -2.18983
10 Br -2.61262 2.06838 0.13378
11 H 1.90423 -0.74758 1.01474
12 H 1.47699 -2.29681 0.06679
13 H -0.81792 -2.33359 0.52772
14 H -0.13643 -1.77296 2.02436
15 H 1.65609 0.37704 -0.95727
16 H -1.47997 0.82829 -1.75393
17 H 0.05503 2.21342 1.14558

Output
ΔE to the lowest compared entry with this formula, charge and spin in eV: 0.000
HOMO level in eV: -10.277
Frontier orbital gap in hartree: 0.401
Multiplicity: 1
LUMO in Eh: 0.02319
SMILES: O[C@]1([C@H](Cl)Br)OCC[C@H]1Br

=====

No. 12
The following is a quantum chemistry calculation of a structure of composition C5H7BrClFN2O2S, from the Open Molecules 2025 dataset.

CARTESIAN COORDINATES (ANGSTROEM)
1 C -0.55127 -2.34316 -2.14365
2 C -2.18787 -0.18254 0.21025
3 C -0.74171 1.40983 1.30978
4 C 0.62662 0.80917 1.48379
5 C 2.19264 -0.21096 -0.04778
6 N -1.49549 -2.87797 -1.80753
7 N 0.99120 -0.94231 -2.64332
8 O -1.78238 0.47598 1.39929
9 O 0.99880 0.36439 0.08688
10 F 2.39986 -1.28268 0.86859
11 S 2.39905 -1.02555 -1.80704
12 Cl 3.51957 0.93980 0.23279
13 Br 0.06628 0.55693 -2.83281
14 H -2.96813 -0.82997 0.42349
15 H -1.26513 -0.55524 -0.21426
16 H -2.51558 0.56987 -0.69570
17 H -0.77480 1.84640 0.29657
18 H -1.01777 2.03458 2.14854
19 H 0.62305 -0.17344 1.99123
20 H 1.48308 1.41686 1.74089

Output
ΔE to the lowest compared entry with this formula, charge and spin in eV: 2.668
HOMO level in eV: -9.944
Frontier orbital gap in hartree: 0.269
Multiplicity: 1
LUMO in Eh: -0.09598

=====

No. 13
The following is a quantum chemistry calculation of the ion C5H7BrClN2O with charge +1, from the Open Molecules 2025 dataset.

CARTESIAN COORDINATES (ANGSTROEM)
1 C 0.03890 1.21164 0.94165
2 C -0.47666 0.96636 -0.53972
3 C 0.58558 0.01661 1.73348
4 C 1.15448 -1.08056 0.89334
5 C -0.10588 -1.49954 -0.45076
6 N -0.63827 -0.26628 -1.03330
7 N -0.81782 2.05489 -1.18446
8 O -0.01160 2.34294 1.25242
9 Cl -1.44229 -2.37597 0.23685
10 Br 2.64102 -0.46260 -0.21422
11 H 1.23236 0.51048 2.48929
12 H -0.31860 -0.37434 2.35204
13 H 1.28305 -2.13984 1.39545
14 H 0.46435 -2.06662 -1.17348
15 H -1.15228 -0.49357 -1.93258
16 H -0.63732 3.04373 -0.71354
17 H -1.38469 2.22339 -1.97233

Output
ΔE to the lowest compared entry with this formula, charge and spin in eV: 0.588
HOMO level in eV: -13.944
Frontier orbital gap in hartree: 0.331
Multiplicity: 1
LUMO in Eh: -0.18098
SMILES: [NH2+]=C1N[C@H](Cl)[C@@H](Br)CC1=O
Net charge: +1

=====

No. 14
The following is a quantum chemistry calculation of an isolated molecule of C5H7Cl, from the Open Molecules 2025 dataset.

CARTESIAN COORDINATES (ANGSTROEM)
1 C 0.80288 0.05367 0.26911
2 C 2.42417 -0.46173 0.06720
3 C -0.20962 0.80554 0.87664
4 C 0.39268 -1.06347 -0.71250
5 C -1.67008 0.72656 0.54216
6 Cl 3.13992 0.52909 -1.10236
7 H 0.10019 1.40444 1.58820
8 H -0.36009 -0.66342 -1.42133
9 H 0.09898 -1.97068 -0.16318
10 H 1.30635 -1.33974 -1.33021
11 H -1.79307 0.14091 -0.38205
12 H -2.03244 1.81104 0.46230
13 H -2.19988 0.02778 1.30602

Output
ΔE to the lowest compared entry with this formula, charge and spin in eV: 5.215
HOMO level in eV: -8.731
Frontier orbital gap in hartree: 0.310
Multiplicity: 1
LUMO in Eh: -0.01044

=====

No. 15
The following is a quantum chemistry calculation of a structure of composition C5H7Cl, from the Open Molecules 2025 dataset.

CARTESIAN COORDINATES (ANGSTROEM)
1 C -0.52779 0.52797 0.32472
2 C -0.74871 1.80608 -0.14804
3 C 0.70971 -0.00860 0.89418
4 C 1.74202 -0.96960 0.06734
5 C 2.70880 0.03261 -0.59469
6 H 0.05736 2.53231 -0.12084
7 H -1.77919 2.01020 -0.18922
8 H 1.43862 0.98927 0.83132
9 H 0.63072 -0.10564 2.17568
10 H 1.66542 -2.31917 0.30566
11 H 2.51415 1.56462 -1.06850
12 H 3.67750 -0.48266 -0.87371
13 Cl -1.85346 -0.73645 -0.25420

Output
ΔE to the lowest compared entry with this formula, charge and spin in eV: 7.818
HOMO level in eV: -9.203
Frontier orbital gap in hartree: 0.335
Multiplicity: 1
LUMO in Eh: -0.00299

=====

No. 16
The following is a quantum chemistry calculation of an isolated molecule of C5H7Cl, from the Open Molecules 2025 dataset.

CARTESIAN COORDINATES (ANGSTROEM)
1 C -0.72624 0.80191 0.21880
2 C -0.77039 -0.69543 0.64041
3 C 0.36611 -1.32712 -0.08696
4 C 1.18002 -0.44419 -0.61049
5 C 0.69245 0.92794 -0.21783
6 H -0.99910 1.45307 1.01837
7 H -0.72293 -0.79303 1.70405
8 H -1.68049 -1.13519 0.31292
9 H 0.36598 -2.40471 -0.36691
10 H 2.11683 -0.60580 -1.14852
11 H 0.77469 1.70979 -0.96713
12 H 1.28467 1.30058 0.62485
13 Cl -1.88160 1.21218 -1.12157

Output
ΔE to the lowest compared entry with this formula, charge and spin in eV: 0.137
HOMO level in eV: -9.548
Frontier orbital gap in hartree: 0.390
Multiplicity: 1
LUMO in Eh: 0.03884
SMILES: ClC1CC=CC1

=====

No. 17
The following is a quantum chemistry calculation of a cluster of 2 separate species, C5H7Cl2N in total, from the Open Molecules 2025 dataset.

CARTESIAN COORDINATES (ANGSTROEM)
1 C 0.43436 -2.21531 -0.25731
2 C -1.60273 0.75115 1.16720
3 C -2.31936 0.04224 0.30771
4 C 1.10401 -1.34596 -1.23582
5 C -0.35229 1.62568 0.70691
6 N -0.21276 -2.77086 0.49596
7 Cl -3.77675 -0.77418 0.78419
8 Cl -2.20896 0.17326 -1.46487
9 H -1.99968 0.89381 2.19041
10 H 0.58679 -1.40614 -2.18493
11 H 2.02692 -1.87094 -1.34447
12 H 1.20137 -0.37901 -0.92118
13 H 0.21070 1.72754 1.53461
14 H -0.93478 2.55248 0.47639
15 H 0.24218 1.33914 -0.16160

Output
ΔE to the lowest compared entry with this formula, charge and spin in eV: 0.989
HOMO level in eV: -9.414
Frontier orbital gap in hartree: 0.366
Multiplicity: 1
LUMO in Eh: 0.02053
SMILES: CC=C(Cl)Cl.CC#N

=====

Number 1: DFT total energy -592.19150 a.u.. Number 2: DFT total energy -1388.60338 a.u.. Number 3: DFT total energy -1388.52838 a.u.. Number 4: DFT total energy -1388.46729 a.u.. Number 5: DFT total energy -642.48702 a.u.. Number 6: DFT total energy -445.32149 a.u.. Number 7: DFT total energy -843.31940 a.u.. Number 8: DFT total energy -843.54649 a.u.. Number 9: DFT total energy -2768.56625 a.u.. Number 10: DFT total energy -2768.59192 a.u.. Number 11: DFT total energy -5953.40215 a.u.. Number 12: DFT total energy -3986.71727 a.u.. Number 13: DFT total energy -3413.39756 a.u.. Number 14: DFT total energy -654.69888 a.u.. Number 15: DFT total energy -654.60322 a.u.. Number 16: DFT total energy -654.88549 a.u.. Number 17: DFT total energy -1169.79572 a.u..